117
Properties=species:S:1:pos:R:3:forces:R:3:lowdin_charge:R:1 method="wB97M-V/def2-TZVPD" gap_ev="7.82 / 7.03" charge=0 multiplicity=2 s_squared=0.754 e_above_lowest_ev=0.000 lumo_ev="0.30 / -0.44" e_homo_ev="-7.5176 / -7.4704"
Cu 0.71351 -1.07622 -0.41184 0.0 -0.3 0.5 0.406
C -4.61007 0.06593 -1.69325 0.2 -0.1 0.1 -0.014
N -3.45174 -0.71407 -1.26058 0.0 0.0 -0.3 -0.043
C -2.23678 -0.25203 -0.87699 -0.2 -0.1 0.2 -0.418
N -1.41219 -1.26201 -0.64176 0.1 0.0 -0.4 0.071
C -2.09723 -2.42346 -0.94662 0.1 0.0 -0.1 -0.146
C -3.37284 -2.08278 -1.33353 -0.2 0.0 0.2 -0.119
C -4.55676 -2.89256 -1.68913 0.1 0.1 0.0 -0.205
C -5.07608 -2.85139 -2.98066 0.0 0.0 0.0 -0.034
C -6.18779 -3.61439 -3.30895 0.0 0.0 0.0 -0.070
C -6.78667 -4.41948 -2.34951 0.0 0.0 0.0 -0.083
C -6.27374 -4.46013 -1.05946 0.0 0.0 0.0 -0.072
C -5.16319 -3.69768 -0.72948 0.0 0.0 0.0 -0.024
C -1.49334 -3.77697 -0.94470 0.0 0.1 0.0 -0.141
C -0.33394 -4.06387 -0.23040 0.0 0.0 0.0 -0.046
C 0.22743 -5.33099 -0.24531 0.0 0.0 0.0 -0.062
C -0.36235 -6.34688 -0.98150 0.0 0.0 0.0 -0.086
C -1.50564 -6.07190 -1.71952 0.0 0.0 0.0 -0.076
C -2.06108 -4.80263 -1.70658 0.0 0.0 -0.1 -0.021
P -1.91211 1.53289 -0.81118 0.0 0.1 -0.1 1.182
C -0.27533 1.59185 -1.58484 0.0 0.2 0.0 -0.427
N 0.82567 1.01367 -1.14282 0.0 -0.2 0.1 0.096
C 1.83688 1.40731 -1.96931 0.2 -0.2 0.0 -0.176
C 1.33585 2.22742 -2.95017 -0.1 0.3 0.0 -0.103
N -0.01010 2.34961 -2.68243 -0.1 0.0 -0.1 -0.034
C -0.96154 3.16562 -3.43398 0.1 -0.1 0.1 -0.025
C 2.02445 2.98291 -4.01316 -0.1 0.0 0.0 -0.170
C 1.56287 2.96253 -5.32727 0.0 -0.1 -0.1 -0.036
C 2.21804 3.68505 -6.31478 0.0 0.0 0.0 -0.075
C 3.34317 4.43263 -5.99979 0.0 0.0 0.0 -0.086
C 3.81366 4.45190 -4.69258 0.0 0.0 0.0 -0.073
C 3.15822 3.73437 -3.70465 0.0 0.0 0.0 -0.023
C 3.23532 1.01070 -1.73199 0.0 0.1 -0.1 -0.182
C 4.06441 0.61925 -2.77881 0.0 0.0 0.0 -0.033
C 5.39311 0.30250 -2.53498 0.0 0.0 0.0 -0.074
C 5.90282 0.37269 -1.24463 0.0 0.0 0.0 -0.095
C 5.07442 0.74386 -0.19409 0.0 0.0 0.0 -0.078
C 3.74627 1.05790 -0.43767 0.1 0.1 0.0 -0.034
C -1.47378 1.78626 0.92849 0.0 0.2 0.1 -0.433
N -0.41112 1.33461 1.54932 -0.1 0.3 -0.3 0.072
C -0.47596 1.79919 2.82607 0.1 0.0 0.2 -0.217
C -1.60530 2.57480 2.98791 -0.1 0.1 0.0 -0.110
N -2.24219 2.55808 1.76608 0.0 0.0 0.0 -0.056
C -3.46121 3.27806 1.42337 0.1 -0.1 0.0 -0.030
C -2.07249 3.37536 4.13535 0.0 -0.1 -0.1 -0.176
C -3.39107 3.31643 4.58172 0.0 0.0 0.1 -0.044
C -3.80372 4.06945 5.67234 0.0 0.0 0.0 -0.078
C -2.89978 4.88556 6.33618 0.0 0.0 0.0 -0.086
C -1.58162 4.94722 5.90146 0.0 0.0 0.0 -0.071
C -1.17214 4.20197 4.80755 0.0 0.0 0.0 -0.027
C 0.56156 1.40840 3.80011 0.0 0.2 0.0 -0.210
C 0.27126 1.19978 5.14602 0.0 0.0 0.0 -0.039
C 1.26953 0.80658 6.02616 0.0 0.0 0.0 -0.080
C 2.56650 0.60838 5.57177 0.0 0.1 0.0 -0.098
C 2.85830 0.79550 4.22677 0.0 0.2 0.0 -0.082
C 1.86157 1.19230 3.34823 0.1 0.1 0.1 -0.046
H -4.55592 1.05853 -1.25933 0.0 0.0 0.0 0.055
H -4.61435 0.15608 -2.77700 0.0 0.0 -0.1 0.085
H -5.51377 -0.43237 -1.35202 0.0 0.0 0.0 0.098
H -4.59312 -2.23476 -3.73044 0.0 0.0 0.0 0.120
H -6.58223 -3.58322 -4.31640 0.0 0.0 0.0 0.106
H -7.65029 -5.01853 -2.60790 0.0 0.0 0.0 0.102
H -6.73889 -5.08636 -0.30918 0.0 0.0 0.0 0.104
H -4.74920 -3.73220 0.27096 0.0 0.0 0.0 0.124
H 0.15806 -3.29646 0.34511 -0.1 0.0 0.1 0.030
H 1.13167 -5.51349 0.32205 0.0 0.0 0.0 0.109
H 0.07201 -7.33833 -0.99393 0.0 0.0 0.0 0.100
H -1.96399 -6.84505 -2.32367 0.0 0.0 0.0 0.103
H -2.92523 -4.61151 -2.32569 0.0 0.0 0.0 0.106
H -0.45278 4.05254 -3.80284 0.0 0.0 0.0 0.095
H -1.38112 2.59688 -4.26029 0.0 -0.1 0.0 0.063
H -1.77171 3.46273 -2.77487 0.0 0.0 0.0 0.060
H 0.70267 2.35643 -5.58663 0.0 0.0 0.0 0.116
H 1.85093 3.65515 -7.33255 0.0 0.0 0.0 0.105
H 3.85636 4.99330 -6.77046 0.0 0.0 0.0 0.102
H 4.69193 5.03183 -4.43966 0.0 0.0 0.0 0.104
H 3.52354 3.74959 -2.68516 0.0 0.0 0.0 0.122
H 3.66324 0.55510 -3.78340 0.0 0.0 0.0 0.123
H 6.03074 -0.00496 -3.35431 0.0 0.0 0.0 0.103
H 6.94177 0.13157 -1.05793 0.0 0.0 0.0 0.103
H 5.45942 0.77551 0.81730 0.0 0.0 0.0 0.106
H 3.08828 1.34832 0.37271 0.0 0.0 0.0 0.100
H -3.51257 4.19383 2.00581 0.0 0.0 0.0 0.094
H -3.44490 3.52884 0.36663 0.0 0.0 0.0 0.061
H -4.34797 2.67820 1.62897 0.0 0.0 0.0 0.091
H -4.09626 2.65649 4.09114 0.0 0.0 0.0 0.112
H -4.83089 4.00931 6.00824 0.0 0.0 0.0 0.104
H -3.22018 5.47028 7.18872 0.0 0.0 0.0 0.102
H -0.86984 5.58071 6.41489 0.0 0.0 0.0 0.105
H -0.14617 4.25415 4.46472 0.0 0.0 0.0 0.124
H -0.74271 1.32965 5.50514 0.0 0.0 0.0 0.117
H 1.02993 0.64415 7.06936 0.0 0.0 0.0 0.102
H 3.34252 0.29709 6.25954 0.0 0.0 0.0 0.104
H 3.86153 0.62164 3.85859 0.0 0.0 0.0 0.109
H 2.07026 1.32231 2.29343 0.0 0.0 0.0 0.096
Br -0.08616 -1.45869 2.37611 0.1 -0.5 -0.2 0.981
C 1.69642 -1.97970 2.77385 -0.1 -0.2 0.1 -0.553
C 1.97423 -2.24288 4.08171 0.0 -0.2 0.0 -0.150
C 3.26763 -2.66950 4.44885 -0.1 0.0 0.0 -0.086
C 4.21800 -2.83026 3.48739 0.0 0.0 0.0 -0.043
C 3.93580 -2.55981 2.12387 0.0 0.0 0.0 -0.167
C 4.93580 -2.76802 1.14333 0.0 0.0 0.1 -0.047
C 4.65741 -2.56193 -0.17181 -0.1 0.0 -0.1 -0.082
C 3.38253 -2.09670 -0.56425 0.0 -0.1 0.0 -0.127
C 2.38459 -1.82689 0.33670 -0.1 0.1 0.2 -0.141
C 2.64592 -2.10148 1.72115 0.0 0.1 -0.1 -0.201
H 1.20215 -2.12641 4.82972 0.0 0.0 0.0 0.100
H 3.48724 -2.87773 5.48794 0.0 0.0 0.0 0.105
H 5.20943 -3.18461 3.74548 0.0 0.0 0.0 0.110
H 5.91575 -3.10301 1.46474 0.0 0.0 0.0 0.109
H 5.41469 -2.73793 -0.92662 0.0 0.0 0.0 0.105
H 3.19661 -1.93985 -1.61750 0.0 0.0 0.0 0.071
N 0.97931 -1.72285 -2.33442 -0.1 -0.1 -0.2 0.139
C 0.16117 -1.65373 -3.16671 0.1 0.3 -0.1 -0.325
N -0.69512 -1.63620 -4.11800 -0.1 -0.4 -0.3 0.087
C -1.50826 -0.64005 -4.34648 0.0 0.2 0.3 -0.403
N -2.27984 0.19625 -4.59067 0.0 0.0 0.1 0.092